Entry from OMol25: a 2-piece molecular cluster, C5H8O overall (the ωB97M-V functional and the def2-TZVPD basis).

The value obtained for the molar mass is 84.1 g/mol. As for the frontier orbital gap: 0.308 Eh. The energy above the lowest of the compared OMol25 structures with the same formula, charge and spin comes out at 409.81 kJ/mol.

The geometry in ORCA input format:
```
! wB97M-V def2-TZVPD RIJCOSX def2/J DEFGRID3
* xyz 0 1
C -1.17045 -0.84557 -0.33982
C -1.52467 0.53677 0.15766
C -0.26427 1.35309 0.17577
C 0.91769 0.72292 0.25961
C 0.98342 -0.67939 0.72834
O -0.07796 -1.39587 0.45260
H -1.98324 -1.56618 -0.24275
H -0.83203 -0.80528 -1.38125
H -2.26736 0.98585 -0.51092
H -1.97805 0.49430 1.15833
H -0.33655 2.43884 0.13813
H 1.85519 1.27242 0.25063
H 3.08336 -1.27575 -0.15023
H 3.59490 -1.23615 -0.69609
*
```

Entry from OMol25: C38H39InN3O2SiTe as an isolated structure at a distorted geometry (the ωB97M-V functional and the def2-TZVPD basis).

The value obtained for the molar mass is 840.3 g/mol. As for the frontier orbital gap: 0.248 Eh.

The geometry in ORCA input format:
```
! wB97M-V def2-TZVPD RIJCOSX def2/J DEFGRID3
* xyz 1 1
In -0.64431 -1.05028 1.33758
C 3.17981 1.37215 -4.14675
C 2.37233 1.07623 -2.92012
C 2.59770 -0.11128 -2.22413
C 1.90162 -0.38804 -0.99784
C 2.09190 -1.65215 -0.25416
O 1.33524 -2.06239 0.66445
C 3.31350 -2.47971 -0.57172
C 4.57790 -1.93385 -0.91803
C 5.71548 -2.74253 -1.02474
C 5.66166 -4.11456 -0.75981
C 4.40301 -4.71396 -0.54448
C 3.27852 -3.88820 -0.41743
C 0.94163 0.57973 -0.55237
O 0.37687 0.58850 0.69672
C 0.59409 1.66881 -1.36970
C 1.37865 1.96655 -2.52216
C -0.55829 2.52679 -1.05395
N -1.55157 2.10318 -0.40262
C -2.75212 2.87557 0.15395
C -3.67672 1.94239 0.92098
Te -2.76185 0.88493 2.68166
C -1.72865 2.65058 3.28176
C -2.39164 3.89398 3.44081
C -1.58942 5.01577 3.59136
C -0.22242 4.95407 3.71060
C 0.38788 3.75081 3.55810
C -0.32465 2.56329 3.41016
C -0.46214 3.96130 -1.44734
C 0.75877 4.66841 -1.16077
C 0.76822 6.07110 -1.12396
C -0.36769 6.80691 -1.49665
C -1.52409 6.08197 -1.80003
C -1.53847 4.72641 -1.88559
H 2.56753 2.13553 -4.64893
H 3.16459 0.48065 -4.82211
H 4.19399 1.78333 -3.98403
H 3.21019 -0.90895 -2.63201
H 4.64388 -0.90406 -1.22059
H 6.62340 -2.24272 -1.37306
H 6.57881 -4.72840 -0.63580
H 4.29346 -5.77720 -0.41626
H 2.34101 -4.38918 -0.19589
H 1.14249 2.88713 -2.98124
H -3.34442 3.41959 -0.59901
H -2.43630 3.64697 0.82185
H -4.03092 1.04668 0.36355
H -4.59315 2.43926 1.23543
H -3.52176 3.84941 3.46869
H -2.11424 5.97464 3.77576
H 0.31665 5.85252 3.95698
H 1.45029 3.70057 3.71500
H 0.15294 1.58188 3.43032
H 1.66716 4.10861 -0.91789
H 1.73780 6.57372 -0.93675
H -0.27444 7.89586 -1.37395
H -2.50259 6.55867 -2.09590
H -2.44266 4.28361 -2.22874
C -1.90565 -0.38154 -2.65387
C -1.84108 -1.72136 -2.04322
C -1.91128 -2.91058 -2.83248
C -2.05763 -4.13504 -2.20275
C -1.93939 -4.17948 -0.82262
C -1.68019 -3.01389 -0.04251
N -1.77618 -1.79574 -0.63666
N -1.43300 -3.02096 1.26205
Si -1.30862 -4.28687 2.50973
C -0.90804 -3.73179 4.25039
C 0.10975 -5.32948 1.74337
C -2.97699 -5.20227 2.67312
H -2.94434 0.01555 -2.84881
H -1.34810 -0.33288 -3.61688
H -1.47773 0.28573 -1.87304
H -1.68259 -2.77184 -3.89387
H -2.20625 -5.04569 -2.79023
H -2.00217 -5.17524 -0.32636
H 0.16283 -3.57964 4.41273
H -1.15659 -4.55609 4.95580
H -1.53029 -2.86003 4.55089
H 0.13461 -5.22008 0.64252
H 0.16648 -6.49688 1.83591
H 1.10901 -5.09704 2.11199
H -3.73408 -4.75472 3.32039
H -2.80672 -6.21699 3.05245
H -3.42019 -5.34575 1.70274
*
```

Entry from OMol25: C17H22F3N4O3PPd as an isolated structure (the ωB97M-V functional and the def2-TZVPD basis).

The value obtained for the molar mass is 524.8 g/mol. As for the frontier orbital gap (spin up / spin down): 0.297 / 0.227 Eh. The energy above the lowest of the compared OMol25 structures with the same formula, charge and spin comes out at 16.67 kJ/mol.

The geometry in ORCA input format:
```
! wB97M-V def2-TZVPD RIJCOSX def2/J DEFGRID3
* xyz 2 5
Pd 1.05224 0.47427 1.09497
F -2.63609 -3.28512 1.42890
C -2.21638 -2.24516 2.13840
F -1.94716 -2.64296 3.38524
F -3.17181 -1.32480 2.17108
C -0.89961 -1.67839 1.52950
O -0.74935 -0.42442 1.68679
O -0.12607 -2.44997 0.96915
C 0.59212 2.02342 3.01154
C 1.75620 2.48745 2.37802
C 3.03845 1.90589 2.67731
C 4.16926 2.33582 2.03736
C 4.09036 3.36580 1.07774
C 2.86567 3.99283 0.80847
C 1.72243 3.57109 1.44054
C 5.27142 3.75555 0.37483
N 6.23154 4.02504 -0.19583
H -0.35879 2.51693 2.85443
H 0.64484 1.30061 3.81697
H 3.10095 1.14595 3.44923
H 5.13528 1.91368 2.27975
H 2.83250 4.81205 0.10373
H 0.77734 4.06083 1.24259
C 3.88124 -2.60174 -2.12178
N 2.57687 -3.32561 -1.72016
C 2.92313 -4.37745 -0.64018
N 3.60040 -3.77047 0.44584
C 4.81566 -3.09079 -0.00178
N 4.51442 -2.04748 -0.98093
C 3.76968 -0.93423 -0.38734
P 2.14187 -1.51281 0.29487
C 1.53875 -2.36134 -1.22702
C 2.74287 -2.94546 1.28964
H 3.60690 -1.84141 -2.85327
H 4.51090 -3.36051 -2.58756
H 2.20126 -3.81533 -2.53564
H 3.55818 -5.11105 -1.13771
H 1.98291 -4.83479 -0.33253
H 5.48116 -3.82385 -0.45972
H 5.32123 -2.65244 0.85665
H 3.60489 -0.15595 -1.13728
H 4.36536 -0.49279 0.41442
H 1.35708 -1.62447 -2.01219
H 0.62029 -2.90794 -1.01690
H 1.89642 -3.51556 1.66777
H 3.31880 -2.57284 2.13824
C -0.91510 1.52876 -0.88985
O 0.40355 1.12568 -0.73491
H -0.94877 2.38804 -1.56609
H -1.42944 1.67773 0.06221
H -1.40934 0.69468 -1.42458
*
```

Entry from OMol25: a 2-piece molecular cluster, C5H11NO overall at a distorted geometry (the ωB97M-V functional and the def2-TZVPD basis).

The value obtained for the molar mass is 101.1 g/mol. As for the frontier orbital gap: 0.326 Eh. The energy above the lowest of the compared OMol25 structures with the same formula, charge and spin comes out at 193.11 kJ/mol.

The geometry in ORCA input format:
```
! wB97M-V def2-TZVPD RIJCOSX def2/J DEFGRID3
* xyz 0 1
C 1.02447 -3.44312 0.91944
C 0.47291 -2.26907 0.16099
C -0.46687 -1.39184 0.49835
C -0.80929 -0.28483 -0.42290
C -0.93995 0.95739 0.07777
N -1.36114 2.05382 -0.69493
H 0.68448 -4.35808 0.43058
H 2.10243 -3.39334 0.82454
H 0.76141 -3.47521 1.97840
H 1.02853 -2.03738 -0.75970
H -1.09667 -1.43828 1.37449
H -0.70193 -0.32867 -1.50569
H -0.79564 1.21558 1.11958
H -1.71822 2.86314 -0.20989
H -1.98046 1.86811 -1.46799
O 1.60037 3.44094 -0.52436
H 1.94199 2.98943 0.25244
H 0.83923 2.99390 -0.86055
*
```

Entry from OMol25: one molecule with the formula C2H3NO3 at a distorted geometry (the ωB97M-V functional and the def2-TZVPD basis).

The value obtained for the molar mass is 89.0 g/mol. As for the frontier orbital gap: 0.358 Eh. The energy above the lowest of the compared OMol25 structures with the same formula, charge and spin comes out at 497.87 kJ/mol.

The geometry in ORCA input format:
```
! wB97M-V def2-TZVPD RIJCOSX def2/J DEFGRID3
* xyz 0 1
O 3.71202 0.10717 -0.05103
C 2.58005 -0.03042 -0.00421
N 1.39861 -0.00829 -0.14977
O 0.15816 -0.60189 0.10371
C -1.38810 -0.24940 -0.17461
O -1.79933 1.01687 -0.09497
H -1.66400 -0.88614 0.68287
H -1.52174 -0.63332 -1.16421
H -1.47566 1.28541 0.85221
*
```